The following is a quantum chemistry calculation of C54H39BiBrF8N8O4S as an isolated structure, from OMol25.

Positions of all 116 atoms, in Å:
Bi: 0.359038 0.298745 0.330648
C: 1.530874 -0.397354 4.170515
N: 2.195049 0.115537 2.988301
C: 3.604506 -0.225917 2.976029
C: 1.971934 1.549020 2.882923
C: 2.630686 2.229588 1.677107
N: 2.631518 1.387255 0.488243
C: 3.264176 1.866357 -0.605576
C: 3.622170 0.946759 -1.625642
F: 3.278858 -0.346368 -1.450728
C: 4.269514 1.300493 -2.781078
F: 4.546758 0.333771 -3.682742
C: 4.647782 2.606840 -3.043884
C: 4.330294 3.524998 -2.065455
F: 4.652638 4.822664 -2.249243
C: 3.673352 3.186847 -0.898127
F: 3.396556 4.200833 -0.040318
H: 1.855448 0.124101 5.088236
H: 1.751374 -1.459544 4.284883
H: 0.449862 -0.288606 4.067945
H: 4.155946 0.241060 3.810923
H: 4.045565 0.087374 2.031214
H: 3.718178 -1.308500 3.065428
H: 2.328088 2.069161 3.791578
H: 0.890403 1.698886 2.863223
H: 3.666276 2.477700 1.947123
H: 2.123348 3.194052 1.555597
H: 5.147434 2.890089 -3.956603
C: -2.107448 -4.403171 5.305985
O: -3.287404 -3.888938 4.718327
C: -3.137172 -3.002666 3.694340
C: -4.338804 -2.528979 3.131510
C: -4.259556 -1.658291 2.079468
C: -3.036300 -1.194265 1.553869
C: -3.062366 -0.215059 0.475030
C: -4.311460 -0.042430 -0.363149
O: -2.121868 0.533339 0.212500
C: -1.819009 -1.672964 2.126806
O: -0.643704 -1.382099 1.700432
C: -1.917498 -2.594017 3.208775
H: -2.429925 -5.068275 6.103015
H: -1.493926 -3.601900 5.724907
H: -1.515882 -4.963302 4.577018
H: -5.284104 -2.867742 3.530037
H: -5.182564 -1.293748 1.647436
H: -4.882448 -0.961529 -0.472201
H: -4.000454 0.322666 -1.339908
H: -4.951070 0.718690 0.090042
H: -0.982370 -2.962531 3.603836
Br: -1.816432 5.108566 6.195604
C: -1.648322 4.030154 4.649778
C: -2.112788 2.727933 4.667781
C: -1.961483 1.980050 3.510016
N: -1.387596 2.443151 2.401368
C: -0.956022 3.702440 2.413027
C: -1.066598 4.546342 3.509366
H: -2.574660 2.304782 5.547895
H: -2.318372 0.954950 3.472307
H: -0.492979 4.064703 1.502027
H: -0.715806 5.566581 3.461117
N: -0.246816 -0.733080 -1.471820
C: 0.046483 -0.535886 -2.746829
C: 0.906160 0.489780 -3.244489
C: 1.157779 0.625029 -4.588890
C: 0.552486 -0.233942 -5.508673
C: -0.310741 -1.239444 -5.063226
C: -0.559717 -1.393130 -3.720460
H: 1.342026 1.184392 -2.537379
H: 1.820241 1.408753 -4.934147
H: 0.743935 -0.115047 -6.566923
H: -0.787573 -1.894225 -5.781588
H: -1.227588 -2.162263 -3.353533
O: 1.660870 -1.798280 0.226367
S: 1.774284 -2.745796 1.395469
C: 3.330440 -3.574666 1.120513
C: 3.893222 -3.547760 -0.145605
C: 5.114786 -4.172103 -0.342469
C: 5.757872 -4.805871 0.714793
C: 5.190474 -4.806145 1.981331
C: 3.971572 -4.175937 2.191016
C: 0.656833 -4.092579 1.012962
C: -0.200848 -3.935819 -0.062401
C: -1.137488 -4.931124 -0.309140
C: -1.211246 -6.049781 0.508398
C: -0.342835 -6.187174 1.584278
C: 0.595990 -5.201082 1.845272
H: 3.386791 -3.020604 -0.944163
H: 5.569432 -4.156452 -1.324140
H: 6.715244 -5.284428 0.554573
H: 5.701496 -5.280340 2.808781
H: 3.534037 -4.143215 3.182314
H: -0.148703 -3.039526 -0.669219
H: -1.821801 -4.821065 -1.140709
H: -1.951405 -6.814915 0.312550
H: -0.399268 -7.059783 2.222617
H: 1.272929 -5.301258 2.685966
F: -2.107316 1.808797 -3.157501
C: -2.452112 2.951720 -3.767189
C: -2.955772 2.878256 -5.029749
F: -3.050328 1.670332 -5.598070
C: -3.423350 4.018215 -5.739588
C: -3.328450 5.232349 -5.005278
C: -2.819528 5.301338 -3.743376
F: -2.736574 6.505607 -3.162109
C: -2.330104 4.168310 -3.051307
C: -1.765766 4.226659 -1.753606
C: -0.874004 3.234645 -1.298376
N: -0.120066 2.445119 -0.926543
C: -2.008378 5.288315 -0.835643
N: -2.206508 6.104520 -0.045680
F: -3.721336 6.374066 -5.583781
C: -3.938260 3.948351 -7.045949
C: -3.984159 2.742393 -7.810260
N: -4.051314 1.812071 -8.486321
C: -4.470162 5.074020 -7.745429
N: -4.927124 5.931344 -8.364546

Cartesian forces (eV/Å) of the 2 atoms listed first:
0.1 -0.3 0.5
0.0 0.0 0.0

ΔE to the lowest compared entry with this formula, charge and spin = 0.0 kcal/mol
HOMO level (spin up / spin down) = -0.1811 / -0.1815 hartree
Total charge = -1
Electronic energy = -6805.83106 a.u.
Spin multiplicity = 1

Mulliken atomic charge list, values in e, 6 entries: atom 1 (Bi): 3.9852, atom 2 (C): -1.0006, atom 3 (N): 1.4195, atom 4 (C): -1.1947, atom 5 (C): -0.8549, atom 6 (C): -1.4309


The following is a quantum chemistry calculation of a 2-piece molecular cluster, CCl2O3P overall in a non-equilibrium geometry, from OMol25.

Positions of all 7 atoms, in Å:
C: 1.847302 -0.191018 0.417289
O: 2.115998 0.861373 0.785265
O: 1.767883 -1.300996 -0.033770
O: -0.721699 -0.159285 -1.568052
P: -0.841184 0.303171 -0.184693
Cl: -1.873383 -1.214280 0.921644
Cl: -2.294919 1.701037 -0.337684

Cartesian forces (eV/Å) of the 2 atoms listed first:
0.0 -4.1 -2.2
0.4 1.2 0.8

ΔE to the lowest compared entry with this formula, charge and spin = 9.6 kcal/mol
HOMO level = -0.1473 hartree
Total charge = -1
Electronic energy = -1525.75510 a.u.
Spin multiplicity = 1

Mulliken atomic charge list, values in e, 6 entries: atom 1 (C): 0.7067, atom 2 (O): -0.3385, atom 3 (O): -0.4135, atom 4 (O): -0.5414, atom 5 (P): 0.3193, atom 6 (Cl): -0.3864


The following is a quantum chemistry calculation of an isolated molecule of C3H4OS in a non-equilibrium geometry, from OMol25.

Positions of all 9 atoms, in Å:
C: -0.042950 -1.360723 -0.512381
C: -0.647822 -0.015388 0.176370
C: 0.471919 0.974344 0.351121
O: 0.839662 -1.096477 -1.275726
S: -2.154890 0.106868 0.703923
H: -0.506252 -2.381040 -0.423589
H: 1.350120 0.506659 0.031472
H: 0.446837 1.468189 1.310388
H: 0.243378 1.797567 -0.361575

Cartesian forces (eV/Å) of the 2 atoms listed first:
-1.3 2.1 -0.2
1.1 -2.0 0.9

ΔE to the lowest compared entry with this formula, charge and spin = 27.0 kcal/mol
HOMO level = -0.3270 hartree
Total charge = 0
Electronic energy = -590.08158 a.u.
Spin multiplicity = 1
SMILES = CC(=S)C=O

Mulliken atomic charge list, values in e, 6 entries: atom 1 (C): -0.0202, atom 2 (C): 0.3645, atom 3 (C): -0.9890, atom 4 (O): -0.4253, atom 5 (S): -0.2444, atom 6 (H): 0.3592


The following is a quantum chemistry calculation of C22H17BrN3O3S2Sn as an isolated structure, from OMol25.

Positions of all 49 atoms, in Å:
Sn: 0.434728 -1.180603 0.485790
C: -0.493899 1.829134 -3.151406
C: 0.150022 1.250427 -1.915139
N: -0.447741 0.284551 -1.284507
N: -1.692703 0.002832 -1.808194
C: -2.354460 -1.002896 -1.372188
S: -1.911373 -2.217790 -0.239045
S: -3.969843 -1.285737 -2.039552
C: -4.126209 -0.005669 -3.344332
C: -3.783378 -0.537467 -4.705874
C: -2.505539 -1.033093 -4.966382
C: -2.184637 -1.535781 -6.215809
C: -3.136515 -1.552470 -7.228148
C: -4.407225 -1.060250 -6.979957
C: -4.727392 -0.555753 -5.726259
C: 1.409701 1.821803 -1.464563
C: 1.659232 3.182936 -1.703553
C: 2.821015 3.798549 -1.299939
C: 3.800271 3.040876 -0.652443
C: 3.595410 1.702879 -0.416748
C: 2.394011 1.049526 -0.786066
O: 2.235874 -0.205945 -0.516101
H: -0.787723 1.017534 -3.815127
H: 0.188010 2.488957 -3.679090
H: -1.400274 2.380538 -2.892371
H: -3.437058 0.776582 -3.030263
H: -5.150090 0.361384 -3.302075
H: -1.771329 -1.029934 -4.169946
H: -1.191007 -1.924433 -6.400995
H: -2.889717 -1.951650 -8.204143
H: -5.157010 -1.072916 -7.761923
H: -5.724573 -0.175042 -5.535462
H: 0.887445 3.783328 -2.170525
H: 2.966765 4.858791 -1.461282
H: 4.720314 3.509663 -0.322892
H: 4.335530 1.108263 0.104756
Br: 0.641134 5.882183 4.993312
C: 0.342321 4.652328 3.570987
C: 0.122552 5.132421 2.290416
N: -0.081480 4.320268 1.260645
C: -0.078991 3.008115 1.483437
C: 0.119218 2.443581 2.739629
C: 0.343359 3.292998 3.812680
C: 0.100668 0.937215 2.954552
O: 0.466995 0.495954 4.033978
O: -0.356398 0.263068 1.957985
H: 0.106837 6.197375 2.086897
H: -0.249416 2.371678 0.624645
H: 0.514467 2.871889 4.794094

Cartesian forces (eV/Å) of the 2 atoms listed first:
0.5 0.3 0.1
0.0 0.1 0.0

HOMO level = -0.1750 hartree
Total charge = -1
Electronic energy = -4823.38224 a.u.
Spin multiplicity = 1

Mulliken atomic charge list, values in e, 6 entries: atom 1 (Sn): 0.7326, atom 2 (C): -1.1634, atom 3 (C): 0.2849, atom 4 (N): 0.0576, atom 5 (N): -0.3405, atom 6 (C): 0.5053